(1)
The following is a quantum chemistry calculation of a cluster of 2 separate species, C9H14O in total, from OMol25.

```
24
Properties=species:S:1:pos:R:3
C 2.4002 -2.7401 2.7722
C 1.7882 -1.6980 1.8832
C 0.4649 -1.4159 2.2194
C -0.3766 -0.5278 1.5378
C 0.2127 0.2000 0.5265
O -0.3166 1.3093 -0.0955
C 1.5923 0.0474 0.1971
C 2.3261 -0.8954 0.8608
H 3.4855 -2.9618 2.4392
H 1.8428 -3.6144 2.6297
H 2.2919 -2.4482 3.8261
H 0.1038 -1.9043 3.2387
H -1.4142 -0.4491 1.6986
H -1.2976 1.4345 0.1393
H 2.0067 0.6125 -0.4948
H 3.3856 -1.1726 0.5911
C -2.0993 2.5738 -2.4361
C -2.5347 1.4637 -3.5428
H -2.7125 2.2269 -1.5809
H -1.0569 2.6872 -2.0940
H -2.4359 3.5514 -2.7953
H -1.7417 1.5132 -4.4336
H -3.3855 1.7458 -4.0898
H -2.5290 0.4621 -2.9970
```

Output
SMILES: Cc1ccc(O)cc1.CC
Calculated total energy (eV): -11605.81507
Molar mass (g/mol): 138.2
Kohn-Sham gap (eV): 9.0
ΔE to the lowest compared entry with this formula, charge and spin (kcal/mol): 42.0
Max |F| (eV Å⁻¹): 5.3

(2)
The following is a quantum chemistry calculation of a cluster of 2 separate species, C9H14O in total, from OMol25.

```
24
Properties=species:S:1:pos:R:3
C -2.7415 -0.8304 2.0000
C -2.0997 0.1686 1.0388
C -1.4518 -0.3477 -0.0333
C -0.7498 0.4299 -1.0201
C -0.6690 1.7562 -0.8088
O -0.1293 2.7422 -1.5616
C -1.3597 2.2818 0.3412
C -2.1302 1.5824 1.2173
H -2.5591 -0.5369 2.9982
H -2.4801 -1.9292 1.9423
H -3.8412 -0.9115 1.7657
H -1.5734 -1.4060 -0.1853
H -0.2387 -0.0674 -1.8725
H -0.3795 3.5366 -1.1689
H -1.3239 3.4068 0.4880
H -2.7053 1.9639 2.0240
C 2.5508 -1.3509 -0.8379
C 4.1429 -1.5242 -0.9506
H 2.4238 -0.2902 -0.9175
H 2.0265 -1.9433 -1.7258
H 2.1190 -1.5454 0.0818
H 4.1071 -2.6079 -0.7026
H 4.6630 -1.0424 -0.1697
H 4.3990 -1.5351 -1.9426
```

Output
SMILES: Cc1ccc(O)cc1.CC
Calculated total energy (eV): -11605.80989
Molar mass (g/mol): 138.2
Kohn-Sham gap (eV): 9.3
ΔE to the lowest compared entry with this formula, charge and spin (kcal/mol): 42.1
Max |F| (eV Å⁻¹): 6.2